Record 1
Formula: C35H40BN15O4W
Source: the OMol25 dataset
Level of theory: ωB97M-V/def2-TZVPD

Summary:
LUMO level (spin up / spin down)	-6.0589 / -6.9817	eV
2S+1	3
charge	+2
Kohn-Sham gap (spin up / spin down)	0.3121 / 0.2890	hartree
largest force on an atom	1.0	eV/Å
energy relative to the best compared isomer or geometry (same formula, charge and spin)	40.4	kJ/mol
E	-2571.66318	hartree
⟨S²⟩	2.013

```
96
C35H40BN15O4W ωB97M-V/def2-TZVPD
W -0.195 -0.090 0.057
C 0.995 1.850 3.682
C -0.477 2.068 3.330
C -1.153 2.881 4.439
C -1.245 0.793 3.067
C -2.223 0.281 3.918
C -2.743 -0.825 3.285
N -2.118 -0.985 2.118
N -1.164 -0.012 1.970
B -2.397 -2.107 1.105
N -2.846 -1.525 -0.258
C -3.967 -1.698 -0.956
C -3.843 -1.029 -2.164
C -2.574 -0.453 -2.157
N -1.967 -0.787 -0.988
C -2.002 0.452 -3.222
C -2.868 1.700 -3.443
C -1.888 -0.298 -4.553
N -1.113 -2.897 0.842
C -0.969 -4.213 0.984
C 0.291 -4.554 0.560
C 0.913 -3.368 0.165
N 0.030 -2.339 0.329
C 2.376 -3.483 -0.269
C 3.042 -2.510 -1.235
C 3.271 -3.684 0.965
H 1.443 2.805 3.955
H 1.085 1.182 4.542
H 1.567 1.446 2.849
H -0.538 2.682 2.433
H -1.079 2.376 5.404
H -0.646 3.840 4.535
H -2.204 3.076 4.226
H -2.528 0.683 4.866
H -3.524 -1.505 3.583
H -3.243 -2.825 1.537
H -4.778 -2.285 -0.556
H -4.576 -0.971 -2.950
H -1.019 0.793 -2.896
H -3.904 1.433 -3.659
H -2.852 2.384 -2.599
H -2.486 2.246 -4.305
H -2.879 -0.554 -4.932
H -1.409 0.340 -5.296
H -1.319 -1.220 -4.472
H -1.774 -4.813 1.373
H 0.732 -5.536 0.543
H 2.372 -4.445 -0.789
H 2.943 -1.471 -0.948
H 4.108 -2.736 -1.253
H 2.685 -2.631 -2.253
H 3.521 -2.733 1.435
H 2.809 -4.328 1.711
H 4.208 -4.146 0.653
N 2.838 2.881 -3.230
C 1.826 3.108 -2.384
N 1.191 1.974 -2.147
C 1.876 1.084 -2.905
N 2.889 1.591 -3.575
C 1.455 -0.308 -3.071
C 1.877 -0.996 -4.215
N 1.475 -2.221 -4.503
C 0.616 -2.767 -3.651
C 0.195 -2.108 -2.511
N 0.622 -0.877 -2.187
H 3.512 3.531 -3.605
H 1.612 4.075 -1.960
H 2.559 -0.508 -4.900
H 0.247 -3.760 -3.875
H -0.503 -2.590 -1.849
O -0.930 5.834 0.629
C -2.111 5.244 0.478
O -3.150 5.831 0.544
C -2.111 3.775 0.181
C -3.256 3.013 0.030
N -2.881 1.746 -0.168
N -1.540 1.629 -0.180
C -1.077 2.851 0.059
C 0.376 2.842 0.332
O 1.059 3.834 0.431
O 0.801 1.616 0.519
H -0.169 5.225 0.554
H -4.292 3.313 0.052
H -3.483 0.965 -0.388
N 5.837 -0.456 4.631
C 4.959 -0.474 3.892
C 3.859 -0.499 2.968
C 3.968 0.114 1.722
C 2.879 0.091 0.880
N 1.730 -0.532 1.192
C 1.645 -1.145 2.381
C 2.675 -1.142 3.299
H 4.875 0.620 1.425
H 2.905 0.613 -0.066
H 0.713 -1.639 2.613
H 2.553 -1.634 4.254
```

Here are the Löwdin charges for atoms 1 to 2, given in e: number 1, W, carries 1.83; number 2, C, carries -0.03



Record 2
Formula: C2H5N3O2
Source: the OMol25 dataset
Level of theory: ωB97M-V/def2-TZVPD

Summary:
LUMO level	0.1447	eV
Kohn-Sham gap	0.3620	hartree
largest force on an atom	1.9	eV/Å
SMILES	N/N=C\C(=O)NO
energy relative to the best compared isomer or geometry (same formula, charge and spin)	410.9	kJ/mol
E	-393.86275	hartree

```
12
C2H5N3O2 ωB97M-V/def2-TZVPD
C -0.986 1.034 0.099
C 0.442 0.568 -0.029
H -2.702 -1.452 -0.456
H -1.089 -1.218 -0.708
H -1.074 2.027 0.471
H 0.398 -1.244 0.916
H 2.448 -0.126 -0.107
N -1.900 -0.990 -0.137
N -2.045 0.310 0.156
N 0.724 -0.786 0.033
O 1.374 1.370 -0.203
O 2.105 -1.037 0.091
```

Here are the natural (NBO) charges for atoms 1 to 2, given in e: number 1, C, carries -0.12; number 2, C, carries 0.57



Record 3
Formula: C42H40As2BaF2N2O3S3
Source: the OMol25 dataset
Level of theory: ωB97M-V/def2-TZVPD

Summary:
LUMO level	0.0884	eV
Kohn-Sham gap	0.2599	hartree
largest force on an atom	0.8	eV/Å
energy relative to the best compared isomer or geometry (same formula, charge and spin)	67.0	kJ/mol
E	-7851.00003	hartree

```
95
C42H40As2BaF2N2O3S3 ωB97M-V/def2-TZVPD
Ba -0.120 -0.268 2.880
C 4.673 1.540 5.795
O 3.293 1.195 5.767
C 2.694 0.825 4.630
O 1.516 0.531 4.661
N 3.440 0.814 3.496
N 2.853 0.338 2.322
H 4.891 1.798 6.827
H 4.877 2.405 5.160
H 5.296 0.692 5.503
H 4.430 0.993 3.521
H 3.298 -0.514 1.998
H 2.827 1.049 1.600
C -1.284 -0.045 -0.584
C -1.411 0.639 -1.928
As 0.283 0.479 -2.939
C -0.329 1.348 -4.584
C 0.379 2.371 -5.204
C -0.057 2.901 -6.410
C -1.205 2.413 -7.014
C -1.911 1.383 -6.411
C -1.470 0.851 -5.210
C 1.221 1.990 -2.118
C 2.510 1.792 -1.637
C 3.214 2.829 -1.040
C 2.628 4.078 -0.913
C 1.339 4.284 -1.384
C 0.644 3.248 -1.983
As -2.856 0.052 0.615
C -3.609 1.798 0.186
C -4.265 2.067 -1.012
C -4.761 3.336 -1.270
C -4.610 4.346 -0.331
C -3.962 4.085 0.866
C -3.466 2.816 1.124
C -4.123 -1.070 -0.366
C -5.492 -0.844 -0.234
C -6.407 -1.671 -0.865
C -5.970 -2.740 -1.633
C -4.611 -2.980 -1.761
C -3.694 -2.153 -1.128
H -0.465 0.388 0.000
H -1.036 -1.106 -0.699
H -1.646 1.698 -1.807
H -2.205 0.173 -2.521
H 1.275 2.765 -4.742
H 0.503 3.701 -6.879
H -1.546 2.830 -7.952
H -2.804 0.991 -6.880
H -2.025 0.036 -4.758
H 2.974 0.818 -1.737
H 4.224 2.663 -0.686
H 3.170 4.889 -0.444
H 0.871 5.253 -1.274
H -0.363 3.423 -2.341
H -4.396 1.283 -1.748
H -5.266 3.535 -2.206
H -4.999 5.335 -0.532
H -3.834 4.872 1.597
H -2.933 2.628 2.051
H -5.844 -0.006 0.358
H -7.467 -1.480 -0.759
H -6.684 -3.383 -2.127
H -4.260 -3.814 -2.354
H -2.637 -2.360 -1.237
F -0.116 2.836 2.804
C 0.308 2.196 1.571
F -0.589 2.727 0.630
H 1.245 2.737 1.350
O 0.568 -2.194 1.771
C 1.553 -3.140 1.795
C 2.445 -3.007 0.561
C 2.434 -1.967 -0.315
C 3.346 -2.136 -1.396
C 4.032 -3.305 -1.314
S 3.590 -4.206 0.076
C 2.403 -2.951 3.053
C 3.732 -2.714 3.223
C 4.086 -2.464 4.586
C 3.016 -2.514 5.419
S 1.577 -2.895 4.567
C 0.945 -4.538 1.794
C -0.252 -4.885 1.256
C -0.526 -6.277 1.368
C 0.467 -6.953 2.001
S 1.757 -5.913 2.446
H 1.752 -1.136 -0.207
H 3.451 -1.445 -2.217
H 4.762 -3.699 -1.997
H 4.444 -2.729 2.411
H 5.094 -2.277 4.922
H 2.998 -2.376 6.486
H -0.909 -4.161 0.805
H -1.429 -6.742 1.007
H 0.516 -8.002 2.234
```

Here are the Löwdin charges for atoms 1 to 2, given in e: number 1, Ba, carries 1.77; number 2, C, carries -0.05